The following is a quantum chemistry calculation of a structure of composition C29H46Cl45NO5PS2 in a non-equilibrium geometry, from the OMol25 dataset.

Properties
- Kohn-Sham gap: 6.8 eV
- Highest occupied orbital energy: -5.41 eV
- LUMO level: 1.4 eV
- Total charge: -1

XYZ file:
```
129
Properties=species:S:1:pos:R:3:lowdin_charge:R:1
C 0.97 -1.62 5.13 -0.1141
C -0.51 -1.82 4.74 -0.2515
C -0.99 -0.75 3.72 -0.2525
C -1.88 0.33 4.35 -0.2026
C -1.98 1.59 3.48 -0.1928
C -3.09 1.62 2.42 -0.2289
C -2.79 0.80 1.15 -0.2097
C -1.55 1.31 0.43 -0.2097
C -1.19 0.63 -0.90 -0.1938
C -1.21 -0.91 -0.96 -0.1970
C 0.14 -1.57 -0.70 -0.2056
C 0.55 -1.48 0.77 -0.2222
C 2.05 -1.41 1.07 -0.2406
S 2.61 0.22 1.51 0.4486
O 4.07 0.19 1.51 -0.3763
O 2.01 0.49 2.81 -0.3839
N 2.01 1.08 0.31 -0.3345
S 2.32 2.65 0.19 0.3454
O 3.15 2.91 -0.98 -0.4469
O 1.07 3.39 0.22 -0.3948
P 3.41 3.34 1.95 0.8258
C 2.74 5.02 2.12 -0.3374
O 4.98 3.57 1.47 -0.3575
H 1.41 -0.81 4.52 0.0436
H 1.09 -1.32 6.17 0.0342
H 1.57 -2.51 4.94 0.0466
H -0.64 -2.82 4.32 0.0739
H -1.12 -1.70 5.64 0.0925
H -1.48 -1.26 2.89 0.0509
H -0.11 -0.25 3.31 0.0715
H -2.86 -0.07 4.60 0.0485
H -1.38 0.63 5.28 0.1143
H -2.17 2.43 4.16 0.1026
H -1.00 1.79 3.03 0.1068
H -4.01 1.22 2.84 0.0366
H -3.24 2.67 2.14 0.0316
H -2.69 -0.25 1.45 0.0819
H -3.67 0.86 0.50 0.1140
H -0.68 1.32 1.09 0.0799
H -1.75 2.37 0.19 0.1128
H -1.83 1.03 -1.69 0.0987
H -0.17 0.95 -1.11 0.0572
H -1.52 -1.20 -1.97 0.1008
H -1.95 -1.35 -0.27 0.0989
H 0.91 -1.19 -1.38 0.0936
H 0.02 -2.64 -0.96 0.1050
H 0.07 -0.59 1.20 0.0701
H 0.14 -2.34 1.30 0.1126
H 2.24 -1.98 1.98 0.0961
H 2.69 -1.80 0.27 0.0597
H 1.66 4.98 2.25 0.0144
H 2.92 5.70 1.28 -0.0245
H 3.18 5.49 3.01 0.0212
H 5.45 2.90 1.97 0.0316
C 4.85 -1.10 6.62 -1.5424
Cl 3.54 -0.29 7.47 0.5400
Cl 6.34 -1.07 7.58 0.5010
Cl 4.42 -2.76 6.22 0.5298
H 5.04 -0.57 5.69 0.0178
C -5.12 -2.39 3.29 -1.5372
Cl -5.27 -0.75 3.93 0.5436
Cl -5.51 -2.44 1.57 0.5360
Cl -3.49 -3.00 3.57 0.6011
H -5.83 -3.02 3.81 -0.0572
C 5.49 7.82 0.46 -1.5325
Cl 5.82 9.04 -0.79 0.5026
Cl 4.36 8.47 1.65 0.5012
Cl 4.89 6.33 -0.24 0.6177
H 6.42 7.60 0.96 0.0120
C -7.91 1.90 5.42 -1.5380
Cl -8.46 2.90 6.77 0.5206
Cl -6.19 2.14 5.13 0.5326
Cl -8.26 0.20 5.71 0.4927
H -8.45 2.20 4.54 0.0127
C 0.26 1.87 -5.01 -1.5314
Cl -1.32 2.64 -4.83 0.5132
Cl 1.19 1.92 -3.53 0.5945
Cl 0.08 0.20 -5.58 0.4539
H 0.81 2.41 -5.76 0.0103
C 0.82 -2.06 -8.93 -1.5145
Cl 1.74 -3.36 -9.69 0.4833
Cl 0.39 -2.48 -7.28 0.4907
Cl 1.72 -0.54 -8.97 0.5226
H -0.09 -1.92 -9.50 0.0106
C -3.92 6.00 1.20 -1.5411
Cl -5.20 6.96 1.97 0.5062
Cl -2.53 5.82 2.27 0.5289
Cl -4.53 4.43 0.69 0.5645
H -3.60 6.54 0.31 0.0118
C 4.34 -0.94 -3.49 -1.5438
Cl 3.15 -0.82 -4.79 0.4920
Cl 4.57 0.62 -2.71 0.5739
Cl 3.84 -2.16 -2.31 0.5460
H 5.28 -1.26 -3.92 -0.0854
C 5.51 -2.88 -11.64 -1.5485
Cl 4.43 -1.83 -10.74 0.5086
Cl 7.20 -2.60 -11.20 0.5232
Cl 5.09 -4.58 -11.38 0.5078
H 5.40 -2.67 -12.69 0.0103
C -6.71 -2.38 8.74 -1.5539
Cl -8.06 -1.34 9.21 0.5137
Cl -5.97 -1.81 7.24 0.5110
Cl -5.52 -2.49 10.04 0.5246
H -7.10 -3.37 8.56 0.0089
C 1.29 7.48 5.47 -1.5495
Cl 2.43 8.41 4.49 0.5036
Cl 0.19 6.55 4.47 0.5350
Cl 2.16 6.44 6.60 0.5260
H 0.71 8.19 6.05 0.0070
C -0.24 -4.23 -12.96 -1.5457
Cl 1.31 -4.97 -12.58 0.5037
Cl -1.38 -4.42 -11.63 0.5121
Cl -0.03 -2.52 -13.36 0.5238
H -0.65 -4.72 -13.83 0.0097
C 8.51 -2.07 -3.70 -1.5441
Cl 7.38 -1.96 -5.06 0.5570
Cl 8.72 -0.50 -2.94 0.5398
Cl 7.97 -3.27 -2.53 0.5333
H 9.47 -2.39 -4.10 0.0065
C -6.43 -6.76 2.27 -1.5414
Cl -6.13 -5.53 3.50 0.5585
Cl -7.77 -6.28 1.22 0.5251
Cl -4.98 -7.06 1.32 0.5390
H -6.70 -7.68 2.77 0.0090
C -2.45 -6.31 -8.03 -1.5522
Cl -1.57 -7.61 -8.84 0.5151
Cl -2.89 -6.78 -6.39 0.5333
Cl -1.50 -4.83 -8.02 0.4950
H -3.36 -6.13 -8.58 0.0092
```

=====

The following is a quantum chemistry calculation of a cluster of 3 separate species, C29H46ClF5N2O8S in total in a non-equilibrium geometry, from the OMol25 dataset.

Properties
- Kohn-Sham gap: 6.9 eV
- Highest occupied orbital energy: -8.62 eV
- LUMO level: -1.7 eV
- SMILES: O=S(=O)(Cl)CCCCc1cnc2c(CCCF)cc(C(F)(F)C(F)F)cc2n1.COCCOCCOC.COCCOCCOC
- Total charge: 0

XYZ file:
```
92
Properties=species:S:1:pos:R:3:lowdin_charge:R:1
O -5.85 0.21 2.88 -0.4172
S -7.12 -0.59 3.27 0.4940
O -8.35 0.39 3.29 -0.4318
Cl -7.51 -2.08 1.80 0.2992
C -7.01 -1.32 5.00 -0.2566
C -6.01 -2.66 5.09 -0.2208
C -4.42 -2.29 4.91 -0.2059
C -3.65 -3.17 3.75 -0.1427
C -2.93 -2.21 2.58 -0.1199
C -2.81 -2.82 1.08 -0.0153
N -2.23 -2.12 -0.13 0.0595
C -1.73 -0.77 0.30 -0.1266
C -1.05 0.18 -0.89 -0.0843
C -0.94 -0.37 -2.47 -0.1577
C -2.09 0.53 -3.30 -0.1581
C -3.42 0.83 -2.34 -0.1312
F -4.54 1.25 -3.27 -0.1734
C -0.49 1.70 -0.63 0.0390
C -0.57 2.36 0.87 -0.0296
C -0.08 3.88 1.25 -0.2036
F -1.27 4.55 1.92 -0.0315
F 0.99 3.88 2.30 -0.0144
C 0.31 4.83 -0.03 -0.0708
F -0.72 4.82 -1.12 -0.0435
F 1.70 4.61 -0.55 -0.0400
C -1.25 1.41 2.06 0.0818
C -1.83 -0.12 1.78 -0.1318
N -2.41 -0.85 2.96 0.0962
H -6.55 -0.47 5.69 0.1386
H -8.12 -1.58 5.34 0.1316
H -6.15 -3.06 6.20 0.1238
H -6.37 -3.51 4.37 0.0985
H -3.87 -2.53 5.93 0.1213
H -4.36 -1.13 4.73 0.0995
H -4.43 -3.93 3.27 0.1140
H -2.83 -3.84 4.28 0.1275
H -3.24 -3.91 0.90 0.1221
H -1.12 -1.52 -2.56 0.1079
H 0.14 -0.07 -2.85 0.1085
H -2.48 -0.03 -4.25 0.1189
H -1.62 1.59 -3.52 0.1160
H -3.81 -0.13 -1.79 0.1210
H -3.26 1.73 -1.62 0.1229
H -0.01 2.32 -1.53 0.1062
H 0.31 5.95 0.37 0.1902
H -1.34 1.90 3.13 0.1185
C 2.83 5.25 -7.53 -0.1094
O 3.55 4.38 -6.68 -0.2100
C 4.87 4.84 -6.39 -0.1908
C 5.31 4.38 -5.00 -0.1695
O 4.70 5.11 -3.93 -0.1315
C 3.31 4.85 -3.70 -0.1644
C 3.03 3.46 -3.13 -0.1951
O 3.12 2.47 -4.16 -0.2083
C 3.53 1.21 -3.67 -0.1076
H 3.28 5.26 -8.52 0.0858
H 1.80 4.89 -7.60 0.0895
H 2.81 6.26 -7.11 0.0850
H 4.91 5.94 -6.44 0.1232
H 5.54 4.43 -7.15 0.1246
H 6.39 4.58 -4.91 0.1257
H 5.19 3.31 -4.87 0.1145
H 2.72 5.05 -4.60 0.1170
H 3.00 5.59 -2.95 0.1216
H 2.01 3.42 -2.73 0.0996
H 3.74 3.25 -2.32 0.1281
H 4.49 1.29 -3.14 0.0875
H 3.68 0.54 -4.52 0.0907
H 2.77 0.78 -3.01 0.0762
C 1.71 -7.01 2.67 -0.1107
O 2.12 -5.70 3.02 -0.2110
C 3.51 -5.48 2.80 -0.1903
C 3.78 -4.01 2.46 -0.1692
O 3.40 -3.65 1.12 -0.1335
C 1.99 -3.58 0.87 -0.1643
C 1.29 -2.40 1.56 -0.1834
O 1.10 -2.68 2.94 -0.2104
C 1.11 -1.50 3.74 -0.1056
H 2.15 -7.74 3.34 0.0859
H 0.62 -7.06 2.75 0.0872
H 1.98 -7.23 1.63 0.0853
H 3.88 -6.11 1.98 0.1233
H 4.04 -5.74 3.72 0.1247
H 4.86 -3.84 2.50 0.1260
H 3.33 -3.33 3.19 0.1149
H 1.50 -4.53 1.09 0.1149
H 1.89 -3.44 -0.22 0.1259
H 0.30 -2.24 1.11 0.0928
H 1.90 -1.50 1.42 0.1303
H 2.04 -0.94 3.59 0.0881
H 1.07 -1.80 4.79 0.0903
H 0.25 -0.87 3.51 0.0563
```

=====

The following is a quantum chemistry calculation of a cluster of 8 separate species, C29H46ClFNO25PS in total in a non-equilibrium geometry, from the OMol25 dataset.

Properties
- Kohn-Sham gap: 9.2 eV
- Highest occupied orbital energy: -8.97 eV
- LUMO level: 0.2 eV
- SMILES: CCNP(C)(Cl)(CCCS(=O)(=O)O)CC(=O)F.O=C1OCCO1.O=C1OCCO1.O=C1OCCO1.O=C1OCCO1.O=C1OCCO1.O=C1OCCO1.O=C1OCCO1
- Energy relative to the best compared isomer or geometry (same formula, charge and spin): 0.00 kJ/mol
- Total charge: 0

XYZ file:
```
105
Properties=species:S:1:pos:R:3:lowdin_charge:R:1
C -4.69 3.31 -4.05 -0.0952
C -3.33 2.78 -3.59 -0.3220
N -3.23 2.73 -2.12 -0.2254
P -2.61 1.26 -1.33 0.6443
C -2.62 2.10 0.27 -0.1932
Cl -2.09 -0.74 -0.32 0.2947
C -1.03 1.26 -2.27 -0.2868
C 0.22 0.53 -1.78 -0.2922
C 1.45 0.96 -2.61 -0.2138
S 1.72 -0.07 -4.04 0.5906
O 0.90 -1.23 -3.95 -0.2666
O 3.14 -0.18 -4.25 -0.2934
O 1.15 0.77 -5.27 -0.1539
C -4.13 0.36 -1.86 -0.2178
C -3.87 -0.77 -2.80 -0.5753
O -3.08 -0.85 -3.66 0.1678
F -4.75 -1.77 -2.60 0.0823
H -4.92 4.25 -3.54 0.0576
H -4.70 3.48 -5.13 0.0713
H -5.49 2.60 -3.81 0.0680
H -3.18 1.78 -4.01 0.0904
H -2.55 3.44 -3.98 0.1101
H -2.72 3.54 -1.79 0.0789
H -2.53 1.41 1.10 0.0220
H -3.58 2.62 0.32 0.0604
H -1.81 2.83 0.30 0.0560
H -0.79 2.34 -2.31 0.0950
H -1.26 0.95 -3.29 0.0886
H 0.44 0.75 -0.73 0.1098
H 0.11 -0.55 -1.89 0.0622
H 1.33 1.99 -2.97 0.1063
H 2.39 0.89 -2.05 0.1009
H 1.81 1.44 -5.51 0.0984
H -4.86 1.06 -2.28 0.0955
H -4.55 -0.06 -0.95 0.0838
C -7.19 7.50 -1.94 -0.1148
C -8.49 6.73 -2.13 -0.1143
O -8.03 5.38 -2.19 0.0572
C -6.84 5.30 -1.54 -0.5767
O -6.28 4.29 -1.28 0.1533
O -6.37 6.54 -1.26 0.0566
H -7.29 8.39 -1.33 0.1311
H -6.71 7.76 -2.89 0.1316
H -9.17 6.84 -1.29 0.1322
H -9.01 6.98 -3.05 0.1311
C 3.35 -3.62 -0.63 -0.0834
C 2.71 -2.74 -1.69 -0.0951
O 2.38 -1.57 -0.93 0.0482
C 3.20 -1.50 0.13 -0.5756
O 3.31 -0.53 0.82 0.1311
O 3.88 -2.64 0.30 0.0629
H 4.15 -4.25 -1.01 0.1341
H 2.61 -4.24 -0.11 0.1121
H 3.41 -2.44 -2.47 0.1294
H 1.82 -3.17 -2.13 0.1187
C 4.82 -0.17 3.93 -0.1221
C 5.09 -1.63 3.64 -0.1005
O 5.99 -1.99 4.69 0.0696
C 5.81 -1.14 5.72 -0.5789
O 6.28 -1.27 6.81 0.1499
O 5.01 -0.12 5.35 0.0528
H 3.82 0.14 3.66 0.1224
H 5.55 0.49 3.45 0.1300
H 4.19 -2.24 3.71 0.1390
H 5.55 -1.80 2.67 0.1290
C 3.80 -1.66 9.80 -0.1115
C 4.35 -0.29 9.43 -0.1105
O 3.34 0.59 9.95 0.0578
C 2.67 -0.05 10.94 -0.5781
O 1.90 0.46 11.68 0.1596
O 3.02 -1.36 10.97 0.0547
H 4.56 -2.39 10.04 0.1320
H 3.13 -2.06 9.03 0.1320
H 5.29 -0.08 9.93 0.1353
H 4.47 -0.14 8.36 0.1115
C 0.50 -5.08 -4.75 -0.1044
C 0.76 -6.47 -5.30 -0.1101
O 1.71 -6.99 -4.36 0.0613
C 1.57 -6.32 -3.20 -0.5705
O 2.09 -6.63 -2.17 0.1675
O 0.75 -5.26 -3.35 0.0399
H -0.52 -4.72 -4.90 0.1344
H 1.20 -4.33 -5.14 0.1332
H -0.13 -7.10 -5.28 0.1315
H 1.19 -6.47 -6.30 0.1314
C -2.70 -4.33 -1.28 -0.1158
C -3.09 -4.89 0.07 -0.1064
O -1.82 -5.23 0.63 0.0636
C -0.87 -4.47 0.03 -0.5698
O 0.26 -4.40 0.38 0.1593
O -1.39 -3.82 -1.03 0.0145
H -3.34 -3.53 -1.63 0.1045
H -2.64 -5.10 -2.05 0.1318
H -3.56 -4.13 0.71 0.1322
H -3.72 -5.77 0.03 0.1301
C 4.14 4.34 1.98 -0.1080
C 3.63 3.15 2.77 -0.1117
O 2.24 3.15 2.46 0.0686
C 2.07 3.79 1.28 -0.5745
O 1.05 3.81 0.65 0.1486
O 3.21 4.40 0.90 0.0606
H 5.15 4.22 1.60 0.1325
H 4.08 5.27 2.55 0.1328
H 4.06 2.21 2.42 0.1125
H 3.78 3.24 3.85 0.1370
```

=====

The following is a quantum chemistry calculation of a structure of composition C29H46ClN2O6PTi, from the OMol25 dataset.

Properties
- Kohn-Sham gap: 7.1 eV
- Highest occupied orbital energy: -14.40 eV
- LUMO level: -7.3 eV
- Energy relative to the best compared isomer or geometry (same formula, charge and spin): 2.01 kJ/mol
- Total charge: +2

XYZ file:
```
86
Properties=species:S:1:pos:R:3:lowdin_charge:R:1
Ti 0.48 1.42 0.71 1.1729
Cl 7.56 1.46 2.31 0.7597
C 5.85 1.33 2.18 -0.6445
C 5.08 1.18 3.34 -0.0263
C 3.71 1.07 3.29 0.0350
C 3.07 1.11 2.06 -0.2622
O 1.74 0.98 1.98 -0.1565
C 3.84 1.26 0.88 -0.1122
C 3.22 1.26 -0.39 -0.0597
O 1.97 1.21 -0.59 -0.1043
C 5.24 1.36 0.96 -0.0105
H 5.59 1.16 4.30 0.1284
H 3.13 0.95 4.19 0.1315
H 3.85 1.28 -1.28 0.1663
H 5.83 1.47 0.06 0.1346
C -1.15 4.19 3.36 0.0463
O -0.95 2.93 4.07 0.0549
C -0.83 1.84 3.38 -0.4918
O -0.83 1.83 2.11 -0.0697
N -0.71 0.74 4.11 0.0632
N -0.57 -0.50 3.49 0.0908
H -1.41 4.90 4.14 0.1128
H -1.95 4.09 2.64 0.1097
H -0.22 4.47 2.88 0.0981
H -0.76 0.84 5.12 0.1859
H -1.32 -1.11 3.80 0.1191
H 0.32 -0.91 3.73 0.1000
C 0.02 5.03 -0.74 0.0614
C 0.24 3.69 -0.16 -0.5830
O 1.09 3.44 0.74 -0.0212
O -0.42 2.66 -0.57 -0.0842
H 0.42 5.80 -0.09 0.1051
H -1.03 5.19 -0.94 0.1095
H 0.55 5.08 -1.70 0.1178
C 0.32 -0.91 -4.88 -0.1811
C -0.61 0.25 -4.48 -0.1670
C -0.53 0.55 -2.97 -0.2058
C -0.32 -0.77 -2.21 -0.3994
C 1.08 -1.34 -2.52 -0.1881
C 1.53 -0.97 -3.95 -0.1783
P -0.65 -0.64 -0.41 1.1212
C -2.48 -0.60 -0.12 -0.3874
C -3.27 -1.57 -1.04 -0.1818
C -3.97 -0.82 -2.17 -0.1786
C -5.02 0.15 -1.62 -0.1721
C -4.60 0.72 -0.26 -0.1790
C -3.08 0.82 -0.17 -0.2130
C -0.06 -2.16 0.46 -0.4148
C 1.46 -2.27 0.63 -0.2045
C 1.77 -3.27 1.75 -0.1731
C 0.78 -4.45 1.74 -0.1825
C 0.24 -4.68 0.33 -0.1768
C -0.62 -3.48 -0.11 -0.1780
H 0.64 -0.79 -5.92 0.1176
H -0.22 -1.86 -4.84 0.1186
H -1.64 0.01 -4.75 0.1109
H -0.34 1.15 -5.03 0.1183
H -1.42 1.07 -2.65 0.0888
H 0.31 1.21 -2.75 0.1022
H -1.07 -1.48 -2.56 0.1111
H 1.06 -2.43 -2.42 0.1123
H 1.82 -0.97 -1.81 0.0821
H 2.26 -1.70 -4.30 0.1189
H 2.03 0.00 -3.95 0.1150
H -2.55 -0.96 0.91 0.1119
H -4.03 -2.07 -0.43 0.1296
H -2.64 -2.37 -1.44 0.0828
H -4.43 -1.53 -2.86 0.1228
H -3.22 -0.28 -2.76 0.0918
H -5.98 -0.36 -1.53 0.1163
H -5.17 0.96 -2.34 0.1156
H -4.96 0.09 0.55 0.1184
H -5.05 1.70 -0.11 0.1160
H -2.78 1.37 0.72 0.0903
H -2.70 1.38 -1.02 0.0955
H -0.48 -2.01 1.45 0.0835
H 1.92 -1.30 0.86 0.0804
H 1.91 -2.61 -0.30 0.1046
H 1.73 -2.76 2.72 0.0987
H 2.79 -3.63 1.64 0.1185
H -0.06 -4.26 2.41 0.1126
H 1.26 -5.35 2.12 0.1177
H -0.36 -5.59 0.28 0.1215
H 1.07 -4.82 -0.36 0.1205
H -1.64 -3.62 0.24 0.1156
H -0.67 -3.45 -1.20 0.1024
```

=====

Question: Number 3 is which compound?
Answer: C29H46ClFNO25PS